C24H48FNO14S4 | ωB97M-V/def2-TZVPD

Summary:
Total energy = -3743.59542 Ha
ΔE to the lowest compared entry with this formula, charge and spin = 0.36 kcal per mole
2S+1 = 1
Kohn-Sham gap = 8.451 eV
LUMO energy = 0.0138 hartree

Each line ends with the Mulliken charge.
Cartesian coordinates (Å):
N 0.00 -0.46 0.22  0.30
H -0.51 -1.06 -0.25  0.06
H -0.51 -0.12 1.01  0.29
H 0.26 0.07 -0.54  0.31
H 1.00 -0.79 0.58  -0.06
F -0.75 -3.08 1.00  -0.84
C 3.44 -4.76 2.30  -1.72
C 2.63 -3.58 1.95  0.57
C 2.22 -2.60 3.09  -0.61
O 3.26 -1.68 3.15  -0.24
C 4.03 -1.80 2.07  0.67
O 5.00 -1.02 1.74  -0.69
O 3.58 -2.69 1.27  -0.34
H 3.75 -5.32 1.53  0.57
H 2.85 -5.38 3.15  0.26
H 4.40 -4.64 2.65  0.43
H 1.73 -3.96 1.44  0.34
H 2.01 -2.99 4.03  0.50
H 1.35 -2.05 3.01  0.24
C 5.42 2.52 -3.70  -1.28
C 4.09 1.80 -3.54  0.15
C 3.92 0.44 -4.06  -0.39
O 3.66 -0.34 -2.97  -0.33
C 3.51 0.43 -1.80  0.59
O 3.24 0.00 -0.72  -0.52
O 3.84 1.69 -2.15  -0.34
H 6.05 2.25 -2.89  0.37
H 5.19 3.64 -3.83  0.29
H 5.87 2.36 -4.73  0.35
H 3.20 2.36 -3.66  0.46
H 4.75 0.14 -4.59  0.47
H 3.15 0.56 -4.95  0.19
C -1.00 -0.39 -4.90  -1.21
C -2.52 -0.58 -4.58  -0.78
C -2.99 0.43 -3.58  -0.69
S -1.65 1.52 -3.21  1.07
O -1.59 1.83 -1.82  -0.37
O -1.49 2.45 -4.30  -0.72
C -0.40 0.25 -3.65  -0.66
H -1.10 0.32 -5.64  0.42
H -0.47 -1.22 -5.10  0.56
H -2.61 -1.68 -4.60  0.18
H -3.07 -0.51 -5.45  0.48
H -3.37 0.04 -2.65  0.18
H -3.71 1.10 -3.78  0.84
H -0.26 -0.57 -2.85  0.10
H 0.59 0.51 -3.70  0.56
C -3.36 4.94 0.23  -0.61
C -1.87 5.24 0.55  -0.70
C -1.69 4.58 2.03  -0.47
S -2.41 3.02 1.88  1.12
O -3.15 2.85 3.06  -0.77
O -1.33 2.11 1.51  -0.39
C -3.58 3.39 0.62  -0.53
H -3.49 5.32 -0.81  0.35
H -3.95 5.39 1.00  0.34
H -1.93 6.39 0.75  0.33
H -1.16 4.95 -0.24  0.37
H -2.13 5.20 2.85  0.38
H -0.58 4.61 2.19  0.15
H -4.49 3.22 0.97  0.59
H -3.20 2.75 -0.15  -0.13
C -5.48 -4.35 -1.26  -1.12
C -4.50 -5.16 -0.47  -0.50
C -3.54 -4.12 0.23  -0.74
S -3.05 -3.18 -1.21  1.29
O -1.97 -3.87 -1.97  -0.79
O -2.92 -1.83 -0.86  -0.60
C -4.58 -3.41 -2.16  -0.50
H -6.16 -3.91 -0.66  0.42
H -6.12 -4.84 -1.88  0.53
H -3.83 -5.95 -1.01  0.25
H -5.14 -6.01 -0.09  0.36
H -2.67 -4.29 0.87  0.47
H -4.26 -3.46 0.79  0.21
H -4.59 -3.96 -3.11  0.41
H -5.09 -2.46 -2.18  0.24
C 1.68 1.38 5.77  -0.70
C 3.06 1.03 5.33  -0.19
C 3.42 1.87 4.20  -0.77
S 1.92 2.01 3.20  1.02
O 2.01 1.15 2.11  -0.41
O 1.54 3.44 2.99  -0.74
C 0.86 1.42 4.45  -0.57
H 1.47 2.48 6.30  0.23
H 1.31 0.73 6.49  0.47
H 3.25 -0.04 5.03  0.09
H 3.70 1.39 6.21  0.27
H 4.03 1.14 3.51  0.24
H 3.81 2.87 4.18  0.51
H 0.48 0.60 4.10  0.44
H -0.31 1.94 4.60  0.12